DFT (ωB97M-V with the def2-TZVPD basis set) results for a structure of composition C29H23AlN5O4PS3Se2.

XYZ file:
```
68
Properties=species:S:1:pos:R:3:forces:R:3:lowdin_charge:R:1
Al -1.086513 -0.074259 -0.637960 0.105 -0.034 0.127 -0.31
Se -1.677117 1.548710 2.981939 -0.005 0.014 0.012 0.27
P -1.567301 -0.563232 2.906575 -0.019 -0.013 0.018 0.18
Se -2.108894 -1.555675 1.008816 0.006 0.028 -0.015 0.57
C -2.676770 -1.379654 4.097808 -0.002 0.010 -0.006 -0.41
C -2.573824 -2.755754 4.295319 0.007 -0.004 0.000 -0.10
C -3.422393 -3.392598 5.184335 -0.004 0.001 0.004 -0.08
C -4.376891 -2.659551 5.879888 0.004 -0.004 -0.004 -0.09
C -4.478830 -1.291372 5.684636 0.002 0.007 -0.004 -0.08
C -3.628689 -0.648598 4.793774 -0.002 0.007 0.007 -0.11
C 0.076859 -1.180630 3.414031 -0.003 -0.010 -0.019 -0.41
C 0.728897 -2.215406 2.753787 0.010 -0.009 0.017 -0.12
C 1.967367 -2.656063 3.204320 -0.007 0.002 0.002 -0.08
C 2.550752 -2.074216 4.319373 -0.004 -0.003 0.002 -0.09
C 1.898738 -1.042282 4.983177 0.003 -0.002 0.007 -0.08
C 0.669656 -0.591953 4.529946 0.003 0.003 0.011 -0.11
H -1.830949 -3.329523 3.753412 -0.003 0.005 -0.001 0.10
H -3.339747 -4.461049 5.335548 -0.002 0.000 0.002 0.10
H -5.040015 -3.158473 6.574995 0.001 -0.002 0.000 0.10
H -5.220620 -0.718814 6.226301 0.000 0.000 0.000 0.10
H -3.693883 0.420613 4.635137 -0.001 -0.001 0.000 0.06
H 0.274331 -2.672427 1.882849 -0.002 0.008 -0.004 0.07
H 2.472551 -3.455005 2.676443 0.002 -0.001 0.002 0.11
H 3.513437 -2.422566 4.671898 0.003 0.002 -0.001 0.10
H 2.350803 -0.583883 5.853581 0.002 -0.002 0.001 0.10
H 0.167054 0.227777 5.029748 0.003 -0.004 -0.001 0.09
N 2.530927 -0.769450 -7.225173 0.002 0.003 0.006 0.11
C 1.924507 -1.054438 -6.014043 -0.007 -0.002 -0.011 -0.31
C 0.536922 -1.193712 -5.933554 0.007 0.004 -0.002 -0.02
C -0.068675 -1.494209 -4.730634 0.001 -0.001 0.000 -0.05
C 0.716807 -1.673373 -3.602453 -0.020 -0.007 -0.002 -0.30
C 2.099676 -1.551479 -3.662088 0.011 -0.005 -0.008 -0.05
C 2.698645 -1.245458 -4.864567 0.001 0.000 0.010 -0.02
S -0.012437 -2.022996 -2.058161 -0.013 0.044 -0.072 0.69
O -1.405539 -1.455750 -2.091515 -0.013 -0.016 -0.065 -0.31
O 0.120488 -3.402926 -1.726435 0.019 -0.001 0.021 -0.24
N 0.546620 -0.969668 -1.032170 -0.014 -0.029 0.034 -0.11
C 1.483308 -0.594180 -0.121581 -0.011 0.000 -0.010 -0.42
N 2.716938 -1.050379 -0.034346 0.001 0.004 0.004 0.16
C 3.448780 -0.482383 0.929323 -0.006 0.008 -0.001 -0.11
C 2.971963 0.507864 1.767421 0.002 0.000 -0.021 -0.04
C 1.655536 0.908731 1.586104 0.007 0.025 -0.002 -0.11
N 0.906641 0.360143 0.643443 -0.008 -0.035 -0.015 0.12
H 1.947848 -0.330979 -7.918332 -0.001 -0.002 0.000 0.09
H 3.452458 -0.368390 -7.173637 0.000 -0.002 0.000 0.09
H -0.067878 -1.042952 -6.819236 -0.001 -0.001 0.001 0.12
H -1.145206 -1.569116 -4.659819 0.001 -0.001 0.005 0.12
H 2.699883 -1.671195 -2.766731 -0.003 -0.001 0.001 0.11
H 3.774608 -1.134568 -4.918815 0.000 0.001 -0.002 0.12
H 4.465363 -0.847068 1.025814 0.000 -0.001 -0.001 0.11
H 3.590238 0.941368 2.538342 -0.002 -0.003 0.001 0.11
H 1.175353 1.657078 2.205805 0.000 -0.002 -0.001 0.08
O 0.733867 1.660803 -3.973772 0.000 0.007 -0.002 -0.25
S 0.645761 2.212601 -2.657287 0.007 0.009 0.039 0.69
O 1.822106 2.271744 -1.843627 0.002 -0.009 -0.016 -0.26
N -0.587184 1.482276 -1.802097 -0.003 0.018 0.018 -0.11
C -1.588793 2.302103 -1.529367 -0.033 -0.029 0.013 -0.71
S -2.803008 1.646659 -0.577804 -0.020 0.026 -0.060 0.83
C -1.410991 3.665378 -2.056615 0.005 -0.004 -0.002 -0.20
C -2.260228 4.753020 -1.958321 -0.002 0.007 0.005 0.00
C -1.849859 5.949908 -2.529609 0.005 -0.001 -0.002 -0.05
C -0.621329 6.049592 -3.177396 -0.001 -0.003 0.002 -0.05
C 0.233218 4.956336 -3.274344 -0.008 0.005 0.001 -0.02
C -0.189844 3.777141 -2.700959 -0.004 -0.001 -0.020 -0.20
H -3.209225 4.663331 -1.446262 0.000 -0.001 -0.001 0.12
H -2.490664 6.819104 -2.468924 0.001 0.000 -0.002 0.11
H -0.324584 6.995185 -3.611281 -0.001 0.000 0.000 0.11
H 1.188975 5.030188 -3.774978 0.001 -0.002 0.002 0.13
```
Positions in Å, forces in eV/Å.

- HOMO-LUMO gap: 6.803 eV
- Total energy: -225176.31598 eV
- M: 817.61 g mol⁻¹
- ΔE to the lowest compared entry with this formula, charge and spin: 0.372 eV
- LUMO: -0.032 hartree